{"formula": "C24H24BiF4N5S", "method": "ωB97M-V/def2-TZVPD", "symbols": ["Bi", "C", "C", "N", "C", "C", "C", "C", "N", "C", "C", "F", "C", "F", "C", "C", "F", "C", "F", "H", "H", "H", "H", "H", "H", "H", "H", "H", "H", "H", "H", "H", "H", "H", "N", "C", "C", "C", "C", "C", "C", "S", "N", "C", "C", "C", "C", "C", "C", "N", "H", "H", "H", "H", "H", "H", "H", "H", "H"], "xyz": [[1.09474, -0.07672, 0.56627], [1.58605, 3.04050, -1.32189], [0.87480, 1.87297, -1.98648], [1.43010, 0.53835, -1.65709], [2.89689, 0.55884, -1.91232], [3.59814, -0.78714, -1.99632], [0.71058, -0.47848, -2.44577], [0.71452, -1.90401, -1.86319], [1.05163, -1.92368, -0.44951], [1.55625, -3.10380, 0.08318], [2.39902, -3.09808, 1.20449], [2.69710, -1.90685, 1.80116], [2.96342, -4.24413, 1.74587], [3.75705, -4.12803, 2.80442], [2.72318, -5.48146, 1.17835], [1.88924, -5.52839, 0.07418], [1.62479, -6.69127, -0.50360], [1.30766, -4.37774, -0.45587], [0.48162, -4.51634, -1.50514], [1.02291, 3.94573, -1.53428], [1.62062, 2.90864, -0.24534], [2.59177, 3.19435, -1.70507], [-0.17638, 1.87087, -1.69239], [0.92068, 2.00657, -3.07250], [3.06582, 1.08193, -2.85940], [3.35238, 1.14272, -1.11067], [3.29540, -1.35121, -2.87459], [4.66477, -0.58946, -2.09897], [3.45864, -1.39481, -1.10669], [-0.32642, -0.14944, -2.52862], [1.13062, -0.50841, -3.45478], [-0.27414, -2.34114, -2.04114], [1.44260, -2.52572, -2.39265], [3.16884, -6.37550, 1.58459], [-2.87953, 1.95553, 0.79864], [-3.97427, 1.14899, 0.41936], [-5.25651, 1.51559, 0.79480], [-6.33063, 0.69503, 0.47695], [-6.12277, -0.48525, -0.21346], [-4.83250, -0.87418, -0.56102], [-3.76687, -0.05434, -0.24065], [-2.10161, -0.53142, -0.69080], [-1.12733, 0.48349, 0.32184], [-1.61169, 1.54671, 0.92335], [-0.75480, 2.34062, 1.82403], [-1.30144, 3.04510, 2.89670], [-0.44734, 3.72914, 3.75096], [0.91673, 3.70388, 3.50184], [1.36972, 2.97711, 2.41118], [0.55942, 2.31296, 1.60266], [-3.13177, 2.85280, 1.19752], [-5.41548, 2.43542, 1.33709], [-7.32556, 0.98065, 0.77788], [-6.95685, -1.11365, -0.48279], [-4.66099, -1.79957, -1.08378], [-2.35916, 3.03159, 3.10558], [-0.83856, 4.26830, 4.59975], [1.61303, 4.22809, 4.13485], [2.42188, 2.92776, 2.16929]], "atomic_forces_ev_per_a": [[0.5537, -0.3144, 0.1113], [0.0841, -0.1402, -0.1760], [-0.2114, 0.7193, -0.0465], [-0.0833, -0.0148, 0.3727], [0.6264, -0.2962, -0.0553], [0.0170, 0.1036, -0.0063], [-0.3178, -0.4463, -0.2990], [0.0931, -0.2198, -0.4057], [-0.3374, 0.4968, 0.0218], [0.3305, -0.8534, 0.4438], [0.0652, -0.4739, -0.0205], [-0.1810, 0.2116, -0.1721], [-0.1821, 0.0516, -0.3021], [-0.0465, 0.0630, -0.0255], [-0.1603, 0.2432, -0.1226], [0.1007, 0.3014, 0.1015], [-0.0545, 0.0706, -0.0131], [0.0619, -0.0429, 0.1110], [0.0156, -0.0493, 0.1521], [-0.0619, 0.0719, 0.0302], [0.1026, 0.1130, -0.0232], [0.0150, 0.0011, -0.0166], [-0.0029, -0.0630, -0.1052], [-0.0593, -0.1868, 0.0228], [-0.1264, 0.1271, 0.1106], [0.0195, 0.1361, -0.1084], [-0.0276, -0.0681, -0.0036], [-0.0076, -0.0107, 0.0039], [0.0454, -0.1068, 0.0509], [0.1830, 0.1407, -0.0554], [-0.0303, 0.0729, 0.0198], [0.1817, 0.0814, -0.0868], [-0.1278, 0.0986, 0.0110], [0.0135, -0.0812, 0.0190], [0.3000, 0.3126, 0.1545], [-0.5412, -0.5820, -0.1326], [0.1844, -0.0881, -0.0772], [0.0876, 0.0189, -0.0526], [0.1332, -0.0146, -0.0408], [0.0413, 0.1447, 0.1125], [0.4465, 0.1799, 0.1811], [-0.4436, 0.1330, -0.1887], [-0.0966, 0.0332, 0.3928], [-0.5081, -0.1764, -0.4448], [0.0535, 0.6986, 0.7386], [0.1563, -0.1691, -0.1647], [0.2563, -0.0097, -0.1245], [-0.2577, -0.0263, -0.0545], [0.1034, 0.1437, 0.1685], [-0.4935, -0.1377, -0.1543], [0.2009, -0.1984, -0.0496], [-0.0414, 0.1360, 0.0786], [-0.0971, 0.0543, -0.0132], [-0.0619, -0.0635, 0.0080], [-0.0018, -0.2091, -0.0745], [-0.1014, -0.0328, 0.0170], [-0.0596, 0.0393, 0.0592], [0.0871, 0.0538, 0.0695], [0.1625, 0.0235, 0.0535]], "mulliken_charge": [1.299, -1.255, -0.524, 0.595, -0.709, -1.219, -1.222, -1.193, -0.153, -0.076, 0.514, -0.357, -0.144, -0.274, -0.370, 0.083, -0.266, 0.568, -0.302, 0.442, 0.166, 0.397, 0.383, 0.492, 0.439, 0.436, 0.316, 0.446, 0.236, 0.566, 0.450, 0.483, 0.746, 0.521, -0.181, -0.189, -0.646, -0.743, -0.719, -0.648, 1.293, -0.057, -0.244, 1.414, 0.052, -1.093, -0.540, -0.829, -0.152, -0.100, 0.294, 0.378, 0.419, 0.421, 0.451, 0.492, 0.481, 0.444, 0.489], "e_lumo_ev": -6.91, "energy_ev": -60257.6721, "charge": 2, "homo_ev": -13.84, "homo_lumo_gap_ev": 6.92}